8
Properties=species:S:1:pos:R:3 method="wB97M-V/def2-TZVPD" total_charge=0 homo_ev=-8.57 e_tot_ha=-208.7192 relative_energy_kj_mol=479.52 gap_ev=8.847 lumo_energy_ev=0.27
C -0.500 -1.774 -0.565
C -0.374 -0.587 -0.723
C 0.425 1.032 0.670
C 0.131 1.949 -0.435
N -0.209 0.729 -0.828
H -0.612 -2.821 -0.426
H 1.421 0.607 0.822
H -0.283 0.864 1.487